(1)
A molecular structure, C25H16Cl2N3O6PtS. Source: the OMol25 dataset; level of theory: wB97M-V/def2-TZVPD.

Each line ends with the Löwdin charge.
Atoms and positions in Å:
Pt (-0.32652, -1.01548, -0.50311)  1.24
Cl (-6.57856, -0.51299, -4.16892)  0.61
C (-5.15168, -0.95427, -3.26285)  -0.68
C (-4.85193, -2.31343, -3.06820)  -0.11
C (-3.74213, -2.67461, -2.36103)  0.00
C (-2.85120, -1.70769, -1.81070)  -0.34
O (-1.82545, -2.14726, -1.17014)  -0.19
C (-3.17881, -0.33945, -2.01061)  -0.13
C (-2.43202, 0.74528, -1.45243)  -0.07
N (-1.33979, 0.67634, -0.77517)  -0.09
C (-0.85091, 1.90144, -0.22641)  -0.23
C (-0.94137, 2.12142, 1.11673)  -0.01
C (-0.45587, 3.31588, 1.68386)  -0.06
C (0.12349, 4.26763, 0.89580)  -0.05
C (0.24263, 4.05778, -0.49590)  -0.19
C (0.87621, 4.98443, -1.35616)  -0.04
C (0.99612, 4.69460, -2.68005)  -0.06
C (0.45700, 3.47651, -3.15815)  -0.13
N (-0.14936, 2.60129, -2.40614)  0.14
C (-0.24729, 2.86662, -1.07545)  -0.18
C (-4.33810, 0.00528, -2.74137)  -0.08
H (-5.50732, -3.06738, -3.48437)  0.10
H (-3.48992, -3.71447, -2.20267)  0.12
H (-2.85830, 1.73745, -1.59313)  0.14
H (-1.37202, 1.34956, 1.74198)  0.12
H (-0.53691, 3.46601, 2.75259)  0.10
H (0.51678, 5.18214, 1.32328)  0.11
H (1.27385, 5.90405, -0.94271)  0.11
H (1.49071, 5.36951, -3.36540)  0.10
H (0.53953, 3.23027, -4.21249)  0.11
H (-4.57618, 1.05249, -2.88362)  0.11
Cl (3.32828, 2.51871, -0.17403)  0.58
C (3.39184, 0.86969, 0.53656)  -0.46
C (2.42730, -0.06534, -0.19316)  -0.71
O (2.85313, -0.85372, -1.00852)  0.06
O (1.20114, 0.09950, 0.20022)  -0.24
H (3.12883, 0.96756, 1.58590)  0.07
H (4.40739, 0.51264, 0.40935)  0.07
O (4.27395, -4.79460, 1.44404)  -0.32
S (2.85447, -4.87095, 1.66660)  0.61
O (2.34247, -6.10595, 2.20485)  -0.32
N (2.01860, -4.40534, 0.36495)  -0.02
C (1.33968, -3.30114, 0.57520)  -0.48
O (0.62163, -2.79124, -0.33064)  -0.16
C (1.46756, -2.74819, 1.98210)  -0.12
C (0.84242, -1.67526, 2.59800)  -0.03
C (1.14324, -1.40443, 3.92841)  -0.07
C (2.04448, -2.19069, 4.63838)  -0.08
C (2.65188, -3.28344, 4.03179)  -0.04
C (2.33796, -3.53446, 2.71361)  -0.22
H (0.14012, -1.05814, 2.05652)  0.07
H (0.66542, -0.56561, 4.41979)  0.10
H (2.26435, -1.95614, 5.67260)  0.10
H (3.33921, -3.92238, 4.57041)  0.12

Results
Energy relative to the best compared isomer or geometry (same formula, charge and spin) in kJ/mol: 24.06
Frontier orbital gap in eV: 7.5
Total charge: -1
Multiplicity: 1
LUMO energy in hartree: 0.0713
HOMO in eV: -5.55

(2)
A molecular structure, C25H17BrF5N4O2SV at a distorted geometry. Source: the OMol25 dataset; level of theory: wB97M-V/def2-TZVPD.

Each line ends with the Mulliken spin population.
Atoms and positions in Å:
V (-0.13691, -0.03111, 0.37644)  1.00
F (6.07217, 0.16724, 2.88446)  0.00
C (4.74619, 0.19124, 2.84095)  0.00
C (4.08594, 0.13633, 1.62179)  0.00
F (4.76631, 0.06284, 0.48225)  0.00
C (2.70792, 0.15975, 1.63230)  0.00
F (2.08380, 0.10816, 0.40252)  0.00
C (1.92612, 0.23350, 2.76592)  -0.01
S (0.14554, 0.25968, 2.64686)  -0.02
C (2.62085, 0.28682, 3.96703)  0.00
F (1.96056, 0.35795, 5.12185)  0.00
C (4.00700, 0.26751, 4.01367)  0.00
F (4.63611, 0.31985, 5.18042)  0.00
C (-3.24394, -0.80132, 0.09407)  0.01
O (-2.23057, 0.21450, 0.01230)  0.01
C (-2.64700, 1.53143, 0.03247)  -0.01
C (-3.95647, 1.94710, 0.14616)  0.00
C (-4.21392, 3.31845, 0.17132)  0.00
Br (-5.99385, 3.90615, 0.32599)  0.00
C (-3.19109, 4.24038, 0.09347)  0.00
C (-1.86976, 3.80880, -0.02138)  -0.01
C (-1.60337, 2.44521, -0.06525)  -0.01
O (-0.33959, 1.96792, -0.19683)  0.00
C (-0.71760, 4.70492, -0.07410)  0.00
N (0.50193, 4.21592, -0.16016)  0.00
C (1.35593, 5.30914, -0.16967)  0.00
C (2.74552, 5.36410, -0.24413)  0.00
C (3.32617, 6.61306, -0.22575)  0.00
C (2.54875, 7.78156, -0.13606)  0.00
C (1.17314, 7.73848, -0.06316)  0.00
C (0.59384, 6.47484, -0.08277)  0.00
N (-0.72915, 6.05510, -0.02646)  0.00
H (-3.91203, -0.71262, -0.76186)  0.00
H (-3.78485, -0.70072, 1.03472)  0.00
H (-2.71160, -1.74771, 0.06544)  -0.01
H (-4.77204, 1.24550, 0.21599)  0.00
H (-3.42657, 5.29500, 0.12719)  0.00
H (0.31249, 2.83921, -0.21324)  0.01
H (3.33597, 4.46244, -0.31277)  0.00
H (4.40114, 6.70047, -0.28096)  0.00
H (3.04611, 8.74043, -0.12393)  0.00
H (0.58727, 8.64359, 0.00593)  0.00
H (-1.54147, 6.64255, 0.04567)  0.00
N (0.34244, -6.19190, -0.50348)  0.01
C (0.24865, -4.86858, -0.27974)  0.02
C (-0.05422, -4.35344, 0.99156)  -0.01
C (-0.14506, -2.99880, 1.17346)  0.03
N (0.03742, -2.10204, 0.18512)  -0.03
C (0.33810, -2.59873, -1.02983)  0.03
C (0.44478, -3.93394, -1.31385)  -0.01
H (0.25706, -6.85522, 0.24568)  0.00
H (0.61179, -6.54560, -1.40370)  0.00
H (-0.20806, -5.01018, 1.83603)  0.00
H (-0.36018, -2.57712, 2.14782)  -0.01
H (0.51056, -1.87428, -1.82044)  0.00
H (0.69342, -4.24810, -2.31722)  0.00

Results
Energy relative to the best compared isomer or geometry (same formula, charge and spin) in kJ/mol: 0.00
Frontier orbital gap (spin up / spin down) in eV: 7.6 / 7.0
Total charge: +1
Multiplicity: 2
LUMO energy (spin up / spin down) in hartree: -0.0969 / -0.0970
HOMO (spin up / spin down) in eV: -10.20 / -9.62
<S²>: 0.76

(3)
A molecular structure, C25H17BrN3PtS. Source: the OMol25 dataset; level of theory: wB97M-V/def2-TZVPD.

Each line ends with the Löwdin charge.
Atoms and positions in Å:
Pt (-0.16148, 0.04933, -0.15996)  1.15
Br (-0.64030, -0.12323, 7.25613)  0.79
C (-0.81846, -0.39296, 5.40185)  -0.69
C (0.32017, -0.55965, 4.62370)  -0.10
C (0.19161, -0.73938, 3.25852)  -0.03
C (-1.07321, -0.77395, 2.69318)  -0.31
C (-2.21057, -0.61266, 3.46631)  -0.02
C (-2.08222, -0.41379, 4.83382)  -0.10
N (-1.18908, -0.97475, 1.27346)  -0.06
C (-1.87195, -1.98554, 0.88254)  -0.03
C (-2.01131, -2.24187, -0.55358)  -0.25
C (-2.82069, -3.24285, -1.04821)  0.02
C (-2.99433, -3.32949, -2.42569)  -0.02
C (-2.38094, -2.39000, -3.23030)  -0.01
C (-1.55679, -1.43111, -2.65032)  -0.10
N (-1.33567, -1.38176, -1.34049)  -0.03
H (1.29872, -0.53620, 5.08168)  0.11
H (1.06589, -0.84441, 2.62983)  0.12
H (-3.19002, -0.60245, 3.00446)  0.13
H (-2.95887, -0.26912, 5.44893)  0.11
H (-2.35195, -2.64082, 1.60376)  0.15
H (-3.31754, -3.92337, -0.37061)  0.13
H (-3.61808, -4.10191, -2.85388)  0.12
H (-2.52581, -2.38884, -4.30110)  0.12
H (-1.05916, -0.68315, -3.25063)  0.12
S (2.79121, 2.72680, -2.19633)  1.18
C (2.63048, 1.34746, -3.24042)  -0.44
C (3.27540, 1.10473, -4.44856)  -0.07
C (3.06620, -0.11323, -5.06255)  -0.07
C (2.26125, -1.08576, -4.45996)  -0.06
C (1.61866, -0.84028, -3.26333)  -0.04
C (1.76802, 0.41012, -2.66824)  -0.28
N (1.21152, 0.84505, -1.46549)  -0.09
C (1.72445, 1.99194, -1.07806)  -0.53
C (1.33815, 2.50436, 0.21631)  -0.26
C (1.79682, 3.70578, 0.74474)  -0.03
C (1.29728, 4.13797, 1.95927)  -0.06
C (0.32256, 3.38030, 2.59627)  -0.06
C (-0.11750, 2.17227, 2.06438)  -0.10
C (0.41636, 1.67649, 0.87931)  -0.24
H (3.94065, 1.84038, -4.87958)  0.12
H (3.55664, -0.33035, -6.00121)  0.11
H (2.15806, -2.05479, -4.92954)  0.11
H (1.06354, -1.61994, -2.76385)  0.10
H (2.52899, 4.30043, 0.21094)  0.11
H (1.64446, 5.06359, 2.39659)  0.11
H (-0.10549, 3.73376, 3.52589)  0.11
H (-0.89569, 1.63683, 2.59003)  0.08

Results
Energy relative to the best compared isomer or geometry (same formula, charge and spin) in kJ/mol: 0.00
Frontier orbital gap in eV: 6.9
Total charge: +1
Multiplicity: 1
LUMO energy in hartree: -0.1515
HOMO in eV: -11.07

(4)
A molecular structure, C25H17Cl2FN5O2PbSSe at a distorted geometry. Source: the OMol25 dataset; level of theory: wB97M-V/def2-TZVPD.

Each line ends with the Löwdin charge.
Atoms and positions in Å:
Pb (-0.59905, 3.06390, -1.02397)  1.35
N (2.37877, -1.08666, -0.63437)  0.12
C (1.54524, -0.03772, -0.21235)  -0.66
S (2.12421, 1.06618, 1.04572)  0.96
N (0.33169, -0.07377, -0.58970)  0.00
N (-0.42195, 0.88438, 0.03945)  -0.17
C (-1.47867, 0.36247, 0.59489)  -0.08
C (-2.52145, 1.03142, 1.29048)  -0.19
C (-3.38303, 0.14982, 1.96503)  -0.08
C (-4.37822, 0.58033, 2.82151)  -0.11
C (-4.42478, 1.99389, 3.06805)  -0.09
C (-3.64631, 2.87786, 2.35324)  -0.02
C (-2.66014, 2.41163, 1.43904)  -0.39
O (-1.80476, 3.25640, 0.95086)  -0.28
H (3.27504, -0.70415, -0.76921)  0.01
H (2.02020, -1.39249, -1.52789)  0.09
H (-1.62024, -0.76127, 0.56108)  0.15
H (-3.21186, -0.91720, 1.98235)  0.10
H (-5.11707, -0.13875, 3.25013)  0.10
H (-5.17935, 2.37835, 3.72236)  0.08
H (-3.82185, 3.93405, 2.50465)  0.11
Cl (-5.38221, 1.53059, -0.67049)  0.74
C (-4.21977, 0.75243, -1.67320)  -0.57
C (-4.25298, -0.69179, -1.98085)  -0.08
C (-3.20980, -1.39155, -2.57316)  -0.59
Cl (-3.41418, -3.08944, -3.04704)  0.63
C (-2.07841, -0.69062, -3.04813)  -0.19
C (-1.08731, -1.25168, -3.80085)  -0.08
C (0.00489, -0.55301, -4.13174)  -0.05
C (0.15514, 0.75345, -3.55013)  -0.12
N (-0.84922, 1.39682, -2.94906)  0.00
C (-1.99447, 0.72546, -2.65166)  -0.16
C (-3.02159, 1.37804, -1.92253)  -0.49
O (-2.83949, 2.57536, -1.49860)  -0.25
H (-5.05396, -1.32859, -1.63847)  0.09
H (-1.17280, -2.29076, -4.12324)  0.09
H (0.88872, -0.87902, -4.69792)  0.11
H (1.18309, 1.19219, -3.63973)  0.09
F (4.34113, -4.73260, 3.16342)  0.03
C (4.21208, -3.41123, 2.81444)  -0.28
C (5.19685, -2.87411, 2.05133)  -0.02
C (5.13037, -1.53242, 1.69010)  -0.03
C (3.98284, -0.83190, 2.04411)  -0.29
C (3.78999, 0.53976, 1.37016)  -0.45
C (2.94888, -1.39197, 2.71404)  -0.06
C (3.11889, -2.67418, 3.21830)  0.01
H (6.11327, -3.36386, 1.80205)  0.11
H (5.99829, -1.00611, 1.23552)  0.14
H (4.39967, 0.65933, 0.50111)  0.03
H (4.17676, 1.44952, 2.00768)  0.12
H (2.07027, -0.85736, 2.91939)  0.08
H (2.40442, -3.25501, 3.75105)  0.11
Se (2.77562, 3.43809, -2.22469)  0.27
C (3.81607, 1.88564, -2.25096)  -0.92
N (4.46252, 0.94186, -2.04155)  -0.02

Results
Energy relative to the best compared isomer or geometry (same formula, charge and spin) in kJ/mol: 90.63
Frontier orbital gap in eV: 7.0
Total charge: -1
Multiplicity: 1
LUMO energy in hartree: 0.0761
HOMO in eV: -4.91

(5)
A molecular structure, C25H17Cl2InNO3S2Te. Source: the OMol25 dataset; level of theory: wB97M-V/def2-TZVPD.

Each line ends with the Löwdin charge.
Atoms and positions in Å:
In (-0.97331, 1.42526, 2.33145)  0.42
Cl (-0.86692, 3.53608, 3.96844)  0.75
C (0.71742, 3.08635, 4.59817)  -0.61
C (1.52873, 4.12838, 4.99640)  -0.09
C (2.78212, 3.83505, 5.50621)  -0.05
C (3.19972, 2.52012, 5.59954)  -0.08
C (2.37080, 1.49428, 5.17467)  -0.67
Cl (2.94255, -0.12950, 5.31318)  0.71
C (1.09704, 1.74496, 4.65339)  -0.67
S (0.08573, 0.36581, 4.16879)  0.65
H (1.18512, 5.14844, 4.90408)  0.12
H (3.43278, 4.63597, 5.82704)  0.12
H (4.17432, 2.27460, 5.99653)  0.11
Te (-3.76984, 1.15931, 1.94710)  1.55
C (-3.63124, 0.90484, -0.13986)  -0.51
C (-3.95371, -0.30964, -0.72505)  -0.11
C (-3.83905, -0.43525, -2.10311)  -0.06
C (-3.41152, 0.63801, -2.87073)  -0.06
C (-3.10490, 1.85132, -2.27024)  -0.06
C (-3.21500, 1.99377, -0.89462)  -0.15
C (-3.67680, -0.84561, 2.58695)  -0.53
C (-2.64635, -1.68013, 2.16207)  -0.15
C (-2.58689, -2.97230, 2.66159)  -0.05
C (-3.53780, -3.41484, 3.57258)  -0.05
C (-4.55918, -2.57388, 3.98480)  -0.06
C (-4.63727, -1.27779, 3.49073)  -0.13
H (-4.28148, -1.15133, -0.12922)  0.10
H (-4.08741, -1.37663, -2.57452)  0.11
H (-3.32515, 0.53141, -3.94379)  0.11
H (-2.77985, 2.69196, -2.86898)  0.12
H (-2.96567, 2.94180, -0.43327)  0.10
H (-1.91154, -1.34289, 1.44083)  0.08
H (-1.79212, -3.63178, 2.33974)  0.12
H (-3.48189, -4.42257, 3.96149)  0.12
H (-5.30129, -2.92225, 4.69013)  0.12
H (-5.43852, -0.62389, 3.81036)  0.10
O (1.65695, 3.67490, 1.34185)  -0.27
S (0.79717, 3.54052, 0.20682)  0.66
O (0.09992, 4.67885, -0.29715)  -0.25
N (-0.28109, 2.30387, 0.54862)  -0.15
C (0.00769, 1.15286, -0.12111)  -0.51
O (-0.48589, 0.09094, 0.27750)  0.00
C (0.99521, 1.37032, -1.19958)  -0.12
C (1.42130, 0.47387, -2.16266)  0.02
C (2.40393, 0.89496, -3.04987)  -0.04
C (2.94572, 2.17412, -2.96257)  -0.03
C (2.52360, 3.07494, -1.98936)  -0.01
C (1.54816, 2.64176, -1.11853)  -0.20
H (0.99360, -0.51825, -2.21306)  0.13
H (2.75696, 0.22095, -3.81817)  0.12
H (3.71305, 2.47505, -3.66292)  0.12
H (2.94605, 4.06777, -1.91979)  0.13

Results
Energy relative to the best compared isomer or geometry (same formula, charge and spin) in kJ/mol: 4.28
Frontier orbital gap in eV: 8.1
Total charge: +1
Multiplicity: 1
LUMO energy in hartree: -0.1232
HOMO in eV: -11.47